The following is a quantum chemistry calculation of an isolated molecule of C2H4N2O2 at a distorted geometry, from the Open Molecules 2025 dataset.

For the molecular weight, the calculation gives 88.07 g mol⁻¹. The HOMO energy is -9.32 eV. The SMILES is [H]/N=N/C(=O)CO.

Cartesian coordinates (Å):
C 0.23 0.09 0.47
C 0.14 0.31 -1.07
N -1.09 -1.15 1.92
N -0.97 -0.23 1.13
O 1.15 0.54 1.10
O 1.27 -0.10 -1.80
H -0.04 1.40 -1.26
H -0.68 -0.36 -1.42
H -1.79 -1.15 2.65
H 1.79 0.64 -1.72

The following is a quantum chemistry calculation of a structure of composition C2H4N2O2 at a distorted geometry, from the Open Molecules 2025 dataset.

For the molecular weight, the calculation gives 88.07 g mol⁻¹. The HOMO energy is -9.34 eV.

Cartesian coordinates (Å):
N 0.31 -1.05 -0.68
C 1.80 0.03 0.64
O 2.79 0.34 0.15
O 0.29 1.58 0.79
C -0.75 0.98 0.61
N -0.96 0.18 -0.50
H 0.16 -0.98 -1.67
H -0.24 -1.82 -0.30
H -1.55 1.00 1.38
H -1.87 -0.27 -0.42

The following is a quantum chemistry calculation of a structure of composition C2H4N2O2 at a distorted geometry, from the Open Molecules 2025 dataset.

For the molecular weight, the calculation gives 88.07 g mol⁻¹. The HOMO energy is -8.93 eV.

Cartesian coordinates (Å):
C -0.67 0.91 0.09
C 0.70 0.91 -0.08
H -2.27 -1.75 -0.15
H -1.10 2.14 0.39
H 1.27 1.87 -0.33
H 1.94 -1.78 0.10
N -1.67 0.08 0.05
N 1.70 0.03 -0.11
O -1.21 -1.22 -0.12
O 1.30 -1.17 0.16

The following is a quantum chemistry calculation of an isolated molecule of C2H4N2O2, from the Open Molecules 2025 dataset.

For the molecular weight, the calculation gives 88.07 g mol⁻¹. The HOMO energy is -10.07 eV. The SMILES is NC(=O)/N=C\O.

Cartesian coordinates (Å):
N 1.83 0.24 -0.03
C 0.65 -0.41 0.16
O 0.48 -1.60 -0.10
N -0.32 0.43 0.70
C -1.52 0.42 0.27
O -2.05 -0.19 -0.78
H 2.67 -0.30 -0.18
H 1.92 1.18 0.33
H -1.39 -0.80 -1.17
H -2.27 1.01 0.80

Number 1: orbital gap 9.11 eV. Number 2: orbital gap 9.09 eV. Number 3: orbital gap 9.08 eV. Number 4: orbital gap 10.90 eV.